# C6H9FN3

A molecular structure, C6H9FN3 at a distorted geometry (ωB97M-V with the def2-TZVPD basis set, OMol25).

Last column: Löwdin charge in e.
Atoms and positions in Å:
C -0.229 -1.701 -0.012  -0.082
C 1.540 0.909 0.870  -0.073
C -1.930 -0.092 0.491  -0.183
C 0.842 -0.804 -0.663  -0.039
C 1.948 -0.436 0.239  -0.306
C -0.027 0.941 -0.813  -0.043
N -1.304 -1.319 0.520  0.079
N 0.636 1.548 0.370  0.077
N -1.593 0.934 -0.568  0.126
F 3.204 -0.285 -0.284  0.040
H 0.093 -2.800 0.079  0.159
H 2.119 1.339 1.715  0.156
H -2.937 -0.273 0.274  0.121
H -1.826 0.390 1.454  0.148
H 1.030 -1.107 -1.624  0.103
H 2.055 -1.198 1.096  0.184
H 0.404 1.349 -1.790  0.167
H -2.270 0.800 -1.328  0.187
H -1.756 1.804 -0.026  0.177

Results
Frontier orbital gap in eV: 10.5
Strongest force on any atom in eV/Å: 5.65
2S+1: 1
Charge: +1
Lowest unoccupied orbital energy in eV: -3.61
E_HOMO in eV: -14.10

# C32H38AsKN6O2PS

A molecular structure, C32H38AsKN6O2PS (ωB97M-V with the def2-TZVPD basis set, OMol25).

Last column: Löwdin charge in e.
Atoms and positions in Å:
K 3.395 -1.050 -0.879  0.700
N 6.131 -0.231 -1.734  0.003
N 6.414 0.736 -0.733  -0.075
C 5.630 1.814 -0.564  -0.908
N 5.907 2.577 0.514  0.096
S 4.375 2.184 -1.615  0.634
H 7.021 -0.463 -2.168  0.100
H 5.612 0.289 -2.446  0.018
H 6.916 0.362 0.057  0.152
H 6.817 2.522 0.946  0.111
H 5.441 3.466 0.562  0.092
C -0.926 -1.425 -1.464  -0.438
C -2.361 -0.935 -1.459  -0.429
As -3.586 -2.285 -0.671  1.311
C -3.041 -1.914 1.179  -0.395
C -1.953 -2.638 1.664  -0.152
C -1.451 -2.407 2.937  -0.098
C -2.050 -1.463 3.756  -0.102
C -3.155 -0.762 3.295  -0.089
C -3.644 -0.986 2.018  -0.093
C -5.229 -1.248 -0.804  -0.427
C -6.404 -1.961 -1.016  -0.132
C -7.621 -1.304 -1.135  -0.083
C -7.671 0.077 -1.052  -0.083
C -6.504 0.800 -0.849  -0.082
C -5.292 0.142 -0.726  -0.128
P 0.402 -0.172 -1.678  1.015
C -0.217 1.089 -0.514  -0.380
C -0.807 2.295 -0.878  -0.077
C -1.331 3.139 0.092  -0.072
C -1.294 2.776 1.430  -0.079
C -0.714 1.569 1.800  -0.094
C -0.168 0.742 0.836  -0.129
C 0.162 0.530 -3.331  -0.389
C -0.597 -0.093 -4.315  -0.090
C -0.658 0.436 -5.595  -0.073
C 0.038 1.591 -5.908  -0.077
C 0.808 2.217 -4.935  -0.074
C 0.876 1.684 -3.660  -0.125
H -0.758 -2.259 -2.152  0.081
H -0.677 -1.824 -0.474  0.038
H -2.723 -0.652 -2.448  0.068
H -2.430 -0.050 -0.825  0.044
H -1.504 -3.419 1.057  0.094
H -0.612 -2.992 3.297  0.094
H -1.680 -1.293 4.760  0.100
H -3.646 -0.041 3.936  0.107
H -4.511 -0.429 1.681  0.093
H -6.378 -3.043 -1.090  0.089
H -8.526 -1.873 -1.297  0.105
H -8.617 0.593 -1.147  0.105
H -6.541 1.880 -0.788  0.105
H -4.393 0.726 -0.567  0.093
H -0.875 2.575 -1.920  0.102
H -1.787 4.074 -0.205  0.107
H -1.725 3.425 2.181  0.105
H -0.699 1.260 2.837  0.099
H 0.277 -0.198 1.148  0.098
H -1.150 -0.997 -4.092  0.095
H -1.256 -0.059 -6.349  0.108
H -0.014 2.003 -6.907  0.107
H 1.362 3.116 -5.170  0.108
H 1.492 2.176 -2.914  0.083
O 4.212 -3.454 -1.164  -0.137
H 4.342 -3.371 -0.210  0.006
H 4.226 -4.402 -1.331  0.060
C 3.088 -2.501 4.071  0.002
N 2.976 -1.177 3.476  -0.037
C 2.529 -0.115 4.191  -0.030
C 2.395 1.109 3.637  0.004
C 2.748 1.224 2.259  -0.391
N 3.162 0.186 1.551  0.130
C 3.287 -1.036 2.126  -0.528
O 3.637 -2.024 1.479  -0.063
N 2.657 2.398 1.618  0.194
H 2.945 -2.413 5.144  0.094
H 4.074 -2.912 3.862  0.100
H 2.335 -3.164 3.646  0.097
H 2.292 -0.320 5.227  0.137
H 2.043 1.945 4.218  0.116
H 2.251 3.206 2.053  0.118
H 2.901 2.424 0.637  0.045

Results
Frontier orbital gap in eV: 8.2
Strongest force on any atom in eV/Å: 0.70
2S+1: 1
Charge: +1
Lowest unoccupied orbital energy in eV: -2.13
E_HOMO in eV: -10.30

The lowest frontier orbital gap belongs to which entry? C32H38AsKN6O2PS